(1)
The following is a quantum chemistry calculation of a 7-piece molecular cluster, C41H96N6O8 overall in a non-equilibrium geometry, from the Open Molecules 2025 dataset.

Results
Max |F|   3.495 eV/A
Calculated total energy   -2549.972405 Ha
HOMO energy   -8.055 eV
SMILES string   CC1(C)CCCC(C)(C)N1O.CC1(C)CCCC(C)(C)N1O.CC1(C)CCCC(C)(C)N1O.COC[C@H](C)N.COC[C@H](C)N.COC[C@H](C)N.OCCO

Structure (ORCA input):
```
! RIJCOSX wB97M-V def2-TZVPD def2/J DEFGRID3
* xyz 0 1
O -0.97 6.00 0.54
O 4.80 0.60 -4.27
O 3.81 0.67 0.42
O -0.43 -2.15 5.08
O 1.42 -0.34 -0.98
O -4.80 -2.30 -3.79
O 0.00 -0.80 -3.42
O -0.63 -2.45 -1.07
N -1.51 3.38 1.33
N -3.25 -1.36 -1.43
N -1.81 -1.89 5.26
N 6.29 -0.21 -1.01
N -1.15 -0.73 -4.23
N 3.45 1.06 1.73
C -3.60 -2.77 -1.70
C -0.04 -1.68 -6.36
C -2.34 -4.13 5.98
C 3.22 0.49 4.11
C -0.98 -3.20 -4.70
C -5.91 -2.57 -4.60
C -0.25 5.46 1.64
C -3.69 -3.52 -0.38
C -1.82 1.48 -3.14
C -1.46 0.39 5.88
C -0.30 3.61 3.34
C -4.90 -2.88 -2.50
C 3.64 2.90 3.49
C -0.50 7.26 0.12
C 5.38 2.62 1.69
C -4.57 -1.49 4.44
C 6.22 0.22 -2.41
C 7.40 -0.34 -3.21
C -1.12 4.42 2.35
C -2.32 -3.54 3.45
C -2.63 -3.06 4.89
C -1.12 -1.78 -5.28
C -2.99 -0.33 -6.34
C -0.69 1.46 -5.35
C -1.78 -0.15 3.46
C 3.06 3.39 1.17
C 4.86 -0.04 -3.01
C -1.63 0.65 -4.44
C -3.02 0.51 -5.08
C -4.12 -2.80 5.01
C -2.46 -1.72 -6.05
C -2.19 -0.52 4.90
C 5.08 -0.57 2.75
C -3.72 -0.35 5.00
C -0.30 -1.70 0.09
C 3.88 2.44 2.02
C 3.64 0.00 2.67
C 3.95 1.77 4.50
C 2.66 -1.16 2.35
C 0.13 -0.28 -0.38
C 3.53 0.57 -4.86
H 4.78 -1.13 -3.14
H -6.86 -2.39 -4.07
H 1.67 -0.75 2.14
H 5.56 2.22 0.69
H -2.36 0.21 -7.06
H -0.67 2.95 0.96
H 0.95 -1.49 -5.91
H -0.90 1.49 -2.56
H 3.20 4.44 1.39
H -0.15 -2.20 6.00
H -5.63 -1.28 4.60
H -4.47 -2.81 6.05
H 3.52 1.91 5.49
H -4.30 -2.99 0.36
H -5.93 -3.63 -4.88
H 5.42 0.09 -0.58
H -0.68 1.20 -6.41
H -3.75 0.07 -4.38
H -2.52 -4.60 3.27
H -1.00 2.51 -5.33
H -1.53 -2.16 -1.32
H 0.77 5.11 1.46
H -1.68 4.05 0.57
H 7.39 -1.43 -3.23
H 7.53 -0.04 -4.25
H 2.15 0.67 4.00
H 5.68 3.67 1.70
H -2.15 0.82 3.10
H -1.21 -1.57 0.69
H -1.67 -3.44 -3.88
H -4.04 -0.87 -1.03
H 3.31 3.17 0.12
H -0.39 0.23 6.00
H 6.32 1.31 -2.38
H -0.94 2.93 3.90
H 3.19 -0.46 -4.99
H -2.14 -0.85 2.72
H -3.99 -0.14 6.04
H -4.00 -0.38 -6.74
H 0.22 0.43 0.44
H 1.99 3.14 1.19
H -2.64 1.10 -2.53
H 3.49 1.07 -5.83
H -1.24 -3.68 3.34
H -2.75 -3.58 0.16
H 4.06 0.34 -2.36
H -1.17 -3.90 -5.51
H -1.85 0.36 6.90
H -0.54 7.40 -0.96
H -4.60 -3.72 4.65
H 5.03 1.74 4.68
H 8.34 -0.10 -2.72
H 0.20 -2.61 -6.89
H 2.56 -1.80 3.23
H -2.82 -3.24 -2.31
H -2.77 -2.90 2.69
H -3.22 -2.20 -5.43
H 5.36 -0.80 1.72
H -5.72 -2.39 -1.96
H -5.85 -1.93 -5.48
H -4.00 0.51 4.41
H -1.30 -4.45 5.94
H -5.12 -3.95 -2.61
H 6.03 2.14 2.43
H -3.09 -0.88 -2.32
H -4.56 -1.55 3.35
H -2.45 -3.73 6.99
H 2.82 1.07 -4.19
H 2.98 0.33 0.05
H 0.34 1.48 -5.02
H -3.46 1.51 -5.13
H -2.01 4.89 2.76
H 0.54 7.39 0.42
H 0.17 4.33 4.02
H 2.62 3.23 3.67
H -0.06 6.24 2.40
H -1.51 1.43 5.54
H 7.09 0.17 -0.52
H 0.58 3.06 3.01
H 5.75 0.15 3.23
H -3.04 -4.96 5.88
H -0.27 -0.95 -7.13
H -0.66 0.04 -1.07
H 4.32 3.71 3.73
H -0.28 -1.35 -2.66
H -2.12 2.47 -3.47
H 0.04 -3.33 -4.31
H 2.81 -1.67 1.40
H 5.22 -1.47 3.34
H 0.45 -2.09 0.77
H -4.08 -4.53 -0.51
H 3.32 -0.31 4.84
H -2.56 -2.21 -7.03
H 1.28 -0.42 -1.94
H -0.99 8.11 0.60
H -0.70 -0.07 3.31
*
```

Mulliken atomic charge list, values in e, 8 entries: -0.386, -0.404, 0.447, -0.363, -0.497, -0.071, -0.470, -0.601

(2)
The following is a quantum chemistry calculation of a 3-piece molecular cluster, C11H26BN2O5P overall in a non-equilibrium geometry, from the Open Molecules 2025 dataset.

Results
Max |F|   5.340 eV/A
Calculated total energy   -1286.604692 Ha
HOMO energy   -9.023 eV
SMILES string   [H]/N=C(\C)CPB(N)O.CCOC(C)=O.CCOC(C)=O
Energy above the lowest of the compared OMol25 structures with the same formula, charge and spin   249.78 kJ/mol

Structure (ORCA input):
```
! RIJCOSX wB97M-V def2-TZVPD def2/J DEFGRID3
* xyz 0 1
P -0.80 5.03 1.81
O 0.90 -1.04 -2.45
O 2.42 0.51 -1.90
O -0.18 -6.97 0.29
O 0.43 -4.89 -0.29
O -0.32 3.03 -0.43
N 1.69 4.42 0.38
N -4.27 3.19 3.61
C 0.94 -3.58 0.01
C 1.23 -5.83 1.83
C 0.42 -5.93 0.57
C -3.02 3.65 3.26
C -0.37 -1.69 -4.42
C -0.40 -1.44 -2.93
C -2.65 4.49 1.89
C 2.44 -3.52 -0.23
C 1.37 0.22 -2.47
C -1.79 3.31 4.31
C 0.64 1.26 -3.28
B 0.19 4.07 0.49
H -3.27 5.50 1.96
H -3.00 3.85 0.97
H 0.44 -2.89 -0.68
H -0.74 6.43 1.40
H 0.42 2.33 -0.49
H 0.74 2.22 -2.77
H 0.39 -2.44 -4.67
H 2.19 3.73 1.02
H -1.34 -2.05 -4.77
H -0.43 1.07 -3.36
H 0.66 -3.27 1.02
H -0.88 2.82 3.72
H 2.81 -2.51 -0.05
H -1.46 4.35 4.78
H 1.35 -4.81 2.20
H 1.08 1.32 -4.27
H -0.12 -0.79 -4.98
H -0.64 -2.37 -2.41
H -4.18 2.70 4.54
H 0.72 -6.39 2.62
H 2.98 -4.21 0.43
H 2.22 -6.28 1.66
H 1.82 5.37 0.85
H -1.16 -0.72 -2.63
H 2.67 -3.81 -1.26
H -2.10 2.53 5.16
*
```

natural (NBO) atomic charge list, values in e, 8 entries: 0.162, -0.517, -0.586, -0.577, -0.511, -0.909, -1.113, -0.638

(3)
The following is a quantum chemistry calculation of C29H77CsN6O11S as an isolated structure in a non-equilibrium geometry, from the Open Molecules 2025 dataset.

Results
Max |F|   2.509 eV/A
Calculated total energy   -2725.570435 Ha
HOMO energy   -7.702 eV
Energy above the lowest of the compared OMol25 structures with the same formula, charge and spin   0.00 kJ/mol

Structure (ORCA input):
```
! RIJCOSX wB97M-V def2-TZVPD def2/J DEFGRID3
* xyz 0 1
Cs -2.65 1.44 0.40
S -0.09 -0.59 -0.89
O 1.87 -2.00 -3.01
O 0.13 0.80 -0.47
O -1.18 -3.26 5.30
O 1.11 2.88 0.52
O -5.44 -3.22 1.56
O 4.26 -2.62 2.59
O -1.38 -1.09 -0.34
O -0.15 -0.69 -2.39
O 0.96 -1.53 -0.43
O -5.74 1.95 -4.28
O -0.54 4.96 -2.95
N 3.57 -1.95 -1.01
N -0.59 -3.26 1.69
N -3.44 -2.74 -1.50
N -3.07 0.17 -2.54
N 2.29 2.49 1.20
N 1.22 1.72 -3.34
C 4.68 2.22 2.69
C 3.40 2.19 -0.93
C -4.26 -3.23 0.77
C -5.19 -3.03 2.93
C 3.83 4.25 0.38
C -1.55 -1.46 3.19
C 3.70 -2.05 1.44
C -3.67 0.91 -3.66
C 0.98 1.38 2.89
C 2.10 2.36 2.64
C 5.39 -3.22 -0.08
C -5.70 -3.67 -1.24
C -7.05 2.29 -3.90
C 1.77 3.73 3.27
C 3.97 -2.80 0.13
C 3.37 1.79 3.31
C 4.64 1.99 1.18
C -4.60 -2.79 -0.65
C -0.95 -4.21 6.28
C 0.65 3.01 -3.72
C -0.12 2.83 -5.02
C -0.26 3.61 -2.65
C -5.15 1.09 -3.36
C -0.64 -2.68 3.03
C 0.50 5.86 -2.63
C 5.54 -2.12 2.92
C -0.98 -3.78 4.02
C -3.44 0.18 -4.99
C 3.52 2.74 0.48
H -1.47 -3.08 1.20
H 4.95 3.24 2.95
H -3.23 1.92 -3.69
H -2.80 -1.99 -1.21
H 5.59 -1.03 2.77
H 6.36 -2.66 2.45
H 5.49 1.57 3.05
H 1.46 3.73 -3.88
H 2.27 -1.43 -3.69
H -4.61 -2.11 3.12
H 0.74 4.04 3.08
H 1.85 3.69 4.37
H 3.94 -0.98 1.32
H -2.88 -3.58 -1.43
H 2.71 -1.46 -0.72
H -6.15 -2.94 3.44
H -5.66 0.11 -3.35
H -1.33 -3.79 7.22
H 0.31 6.82 -3.11
H 0.91 -1.58 -2.71
H 1.21 0.43 2.40
H 2.50 -1.97 -2.21
H -1.82 -4.39 3.63
H -6.60 -3.55 -0.63
H 0.12 -4.40 6.43
H 0.75 1.30 3.95
H -1.45 -5.16 6.08
H 3.93 4.72 1.35
H 3.30 0.70 3.36
H 5.57 2.21 0.65
H 6.11 -2.41 -0.27
H 4.26 -1.21 -1.14
H -1.04 -0.64 3.70
H 4.76 4.37 -0.19
H 2.46 4.50 2.94
H -0.88 2.05 -4.88
H 0.78 2.05 0.14
H 2.63 2.68 -1.53
H -5.40 -4.72 -1.13
H -3.33 -0.81 -2.52
H -2.48 -1.70 3.72
H -2.36 0.16 -5.17
H 0.07 -2.76 1.10
H 1.72 1.81 -2.46
H -5.00 -1.77 -0.55
H 0.49 1.05 -3.14
H 0.38 -2.37 3.27
H 5.84 -3.84 0.69
H -0.66 3.75 -5.24
H 3.26 1.10 -0.90
H -3.90 0.68 -5.85
H 0.55 2.51 -5.82
H -7.47 2.86 -4.73
H 0.06 3.49 -1.60
H -7.06 2.98 -3.04
H -3.78 -0.85 -4.93
H 0.57 6.00 -1.55
H -3.51 -2.55 1.18
H -5.88 -3.50 -2.29
H -2.05 0.15 -2.56
H 5.45 -3.88 -0.96
H 3.36 -3.70 0.14
H -0.13 -4.47 4.08
H 4.57 0.90 1.05
H -1.26 3.14 -2.64
H 0.03 1.73 2.47
H -3.87 -4.26 0.74
H 3.41 2.09 4.36
H 3.05 4.76 -0.19
H -1.88 -1.11 2.21
H 2.61 -2.08 1.58
H 5.65 -2.26 4.01
H -5.24 1.50 -2.33
H -4.67 -3.89 3.37
H -7.65 1.40 -3.70
H 1.49 5.54 -2.98
H 4.33 2.30 -1.51
*
```

Mulliken atomic charge list, values in e, 8 entries: 1.339, 2.056, -0.444, -1.010, -0.294, -0.615, -0.405, -0.458

(4)
The following is a quantum chemistry calculation of a 5-piece molecular cluster, C10H20Cl10 overall in a non-equilibrium geometry, from the Open Molecules 2025 dataset.

Results
Max |F|   2.114 eV/A
Calculated total energy   -4994.951157 Ha
HOMO energy   -10.515 eV
SMILES string   ClCCCl.ClCCCl.ClCCCl.ClCCCl.ClCCCl
Energy above the lowest of the compared OMol25 structures with the same formula, charge and spin   34.32 kJ/mol

Structure (ORCA input):
```
! RIJCOSX wB97M-V def2-TZVPD def2/J DEFGRID3
* xyz 0 1
Cl -1.03 0.15 -1.46
Cl 1.00 -2.71 1.04
Cl 1.19 0.94 2.46
Cl -5.39 2.84 -1.47
Cl 4.35 -5.96 -3.38
Cl -5.16 0.44 -3.79
Cl -1.62 2.26 1.17
Cl 3.57 -3.18 -1.67
Cl -1.82 5.50 0.67
Cl -0.38 2.16 5.29
C -4.08 1.80 -3.59
C 4.24 -4.68 -0.95
C 5.15 -5.49 -1.86
C -0.69 0.66 4.40
C -3.86 2.19 -2.12
C -0.71 -1.02 -0.15
C 0.72 -1.50 -0.27
C -0.56 3.16 0.05
C 0.56 0.05 3.85
C -0.30 4.56 0.59
H 0.41 5.09 -0.06
H -0.87 -0.54 0.81
H -3.11 2.98 -2.03
H -1.39 -1.85 -0.32
H 5.30 -6.36 -1.20
H -4.44 2.71 -4.06
H 1.46 -0.73 -0.03
H 0.40 2.65 -0.01
H -0.98 3.16 -0.95
H 4.79 -4.29 -0.10
H 0.41 -0.97 3.49
H -3.06 1.62 -3.96
H 0.97 -1.94 -1.23
H 3.42 -5.31 -0.62
H -3.52 1.39 -1.47
H -1.21 0.06 5.15
H 1.37 -0.04 4.58
H 0.17 4.52 1.57
H 6.16 -5.13 -2.04
H -1.46 0.83 3.65
*
```

natural (NBO) atomic charge list, values in e, 8 entries: -0.076, -0.092, -0.068, -0.072, -0.041, -0.024, -0.063, -0.077

(5)
The following is a quantum chemistry calculation of a 3-piece molecular cluster, C28H57BrF10N3O10PS2 overall in a non-equilibrium geometry, from the Open Molecules 2025 dataset.

Results
Max |F|   2.981 eV/A
Calculated total energy   -6728.007427 Ha
HOMO energy   -8.725 eV
SMILES string   CC[C@@H](C)[C@@]1(CCCCC(F)(F)C(F)(F)S(F)(F)(F)(F)F)[C@H](Br)[C@@H](P(=N)(O)O)[C@](F)(CCO)OS1(=O)=O.COCCNCCOC.COCCNCCOC

Structure (ORCA input):
```
! RIJCOSX wB97M-V def2-TZVPD def2/J DEFGRID3
* xyz 0 1
Br -5.18 2.52 0.65
S 3.58 -1.83 -0.68
S -0.87 3.70 1.02
P -4.19 3.58 -2.29
F -1.61 4.84 -1.75
F 3.04 -1.37 -2.10
F 1.25 -0.66 -0.75
F 4.24 -2.19 0.70
F 2.34 -0.25 0.97
F 1.88 -3.16 1.61
F 2.98 -3.26 -0.87
F 0.40 -3.01 0.03
F 4.23 -0.38 -0.56
F 4.89 -2.32 -1.40
O -1.11 5.10 1.01
O -0.50 3.26 -0.50
O 1.37 -2.32 -7.56
O -0.88 0.76 -5.09
O 0.86 2.90 -4.25
O 0.21 3.38 1.86
O 3.50 -1.68 5.35
O -5.31 2.43 -2.59
O -3.50 3.94 -3.70
O 3.42 -5.14 8.30
N 2.28 -4.60 5.59
N -4.91 4.84 -1.75
N -1.14 -0.73 -7.88
C -1.88 2.88 3.96
C 2.49 -3.74 4.42
C 3.86 -1.98 6.69
C 0.20 -0.15 -4.98
C -3.41 3.26 0.31
C 0.18 -1.61 1.87
C 0.12 -0.51 -8.57
C -2.28 1.26 1.32
C 2.23 -4.81 8.99
C -0.87 0.65 1.17
C -2.91 3.16 2.84
C -2.38 2.82 1.41
C -1.12 4.11 4.48
C 3.66 -2.75 4.44
C -1.03 1.35 -6.37
C 0.87 -1.81 -8.79
C -1.50 3.52 -1.45
C 3.40 -5.48 5.90
C -1.00 2.82 -2.74
C 3.25 -6.11 7.27
C 2.00 -1.22 0.18
C -1.01 -0.91 1.20
C -1.79 0.49 -7.38
C -2.88 2.94 -1.12
C -3.53 4.57 2.95
C -0.14 3.71 -3.62
C 0.71 -3.49 -7.10
C 1.15 -2.30 0.88
H 4.63 -3.24 4.57
H 1.05 0.14 -5.60
H -2.73 0.18 -6.92
H 4.16 -1.05 7.17
H -3.08 5.32 2.30
H 2.10 -4.00 6.39
H 2.30 -6.63 7.37
H 4.05 -6.84 7.40
H 0.39 4.45 -3.02
H -0.22 -2.45 2.44
H -4.19 4.18 -4.33
H 1.57 -3.17 4.28
H -1.20 -1.23 0.18
H 0.52 -0.16 -3.94
H -0.50 0.88 0.18
H -2.72 0.80 2.20
H -1.90 -1.14 1.79
H -3.55 4.96 3.96
H 4.69 -2.69 6.76
H 2.59 -4.38 3.54
H -4.58 4.49 2.64
H -1.64 2.25 -6.20
H 0.26 -2.54 -9.31
H -2.36 2.38 4.80
H 0.64 -4.24 -7.90
H 2.51 -4.23 9.88
H 1.72 3.29 -4.05
H -1.68 4.60 5.27
H -0.09 -0.05 -9.55
H 0.78 0.16 -8.01
H 1.30 -3.91 -6.29
H -5.91 4.67 -1.67
H 4.36 -4.94 5.89
H -0.74 4.19 -4.39
H -2.05 1.11 -8.25
H -0.38 2.00 -2.39
H -0.13 3.84 4.81
H 3.45 -6.28 5.15
H -2.85 1.86 -1.29
H 0.71 -1.00 2.59
H 3.69 -2.28 3.45
H -0.29 -3.26 -6.72
H -3.73 2.46 2.99
H -4.91 1.63 -2.96
H -0.98 -1.34 -7.09
H -3.51 4.34 0.35
H -0.12 -1.17 -5.22
H -1.00 4.84 3.68
H 1.57 -4.19 8.38
H -1.82 2.35 -3.28
H 1.75 -1.60 -9.41
H -2.87 0.87 0.49
H 1.70 -5.71 9.32
H -0.07 1.71 -6.75
H -0.18 0.94 1.95
H -1.15 2.15 3.57
H 2.99 -2.36 7.25
*
```

Mulliken atomic charge list, values in e, 8 entries: 0.038, 1.413, 2.064, 1.030, -0.425, -0.316, -0.358, -0.289

(6)
The following is a quantum chemistry calculation of a single C3H7NO2S2 molecule in a non-equilibrium geometry, from the Open Molecules 2025 dataset.

Results
Max |F|   4.044 eV/A
Calculated total energy   -1120.070412 Ha
HOMO energy   -9.395 eV
Energy above the lowest of the compared OMol25 structures with the same formula, charge and spin   183.38 kJ/mol

Structure (ORCA input):
```
! RIJCOSX wB97M-V def2-TZVPD def2/J DEFGRID3
* xyz 0 1
S 1.90 -2.21 0.17
S 1.88 0.79 0.28
O 2.33 1.55 -0.87
O 0.42 1.32 0.84
N -2.02 1.17 0.76
C -0.82 0.81 0.07
C -0.53 -0.67 -0.08
C 1.00 -0.75 -0.48
H -0.66 1.31 -0.84
H -1.11 -1.09 -0.82
H -2.23 0.50 1.39
H 1.54 -2.94 -0.94
H -1.93 2.11 1.18
H -0.91 -1.27 0.83
H 1.16 -0.64 -1.49
*
```

natural (NBO) atomic charge list, values in e, 8 entries: -0.023, 1.515, -0.940, -0.763, -0.808, 0.251, -0.454, -0.521

Table of frontier orbital gap (eV), in record order: 8.6 9.2 7.4 10.9 8.7 9.9